#a
Density functional theory data (ωB97M-V/def2-TZVPD) for 40 unconnected molecules or ions with the total composition H80O40.

Structure (XYZ):
```
120
Properties=species:S:1:pos:R:3:mulliken_charge:R:1
H -0.09669 -3.19695 3.56266 0.2459
H 0.19541 -4.55553 3.96295 0.3136
O -0.14103 -3.73327 4.32054 -0.6446
H 5.71498 0.64954 -2.15870 0.2300
H 4.53968 0.08846 -2.12295 0.2923
O 5.41265 -0.15432 -2.25679 -0.5312
H -1.54651 -2.73905 1.68466 0.2341
H -0.91456 -1.53620 0.82026 -0.1938
O -0.86787 -2.50552 0.98582 -0.0627
H -0.24302 3.56846 -1.54602 0.4123
H -1.78653 3.43249 -1.57864 0.0003
O -1.05555 2.97038 -1.85358 -0.1004
H -0.72759 -1.52974 3.27898 0.0730
H -1.21210 -1.31290 4.77592 0.3014
O -1.42139 -0.95251 3.87388 -0.4714
H 1.98441 -4.15096 1.03449 0.1807
O 2.30035 -3.70941 1.72947 -0.6331
H -1.71439 2.31113 4.08363 0.1239
O -1.62992 3.07078 3.75615 -0.5752
H 4.72077 1.81018 1.61862 0.2359
H 5.10789 1.02866 2.70689 0.2443
O 4.39555 1.53433 2.48952 -0.3747
H 0.92294 -1.81142 -3.87570 0.3178
H -0.30502 -2.09393 -4.37491 0.2845
O 0.26651 -2.53262 -3.81722 -0.5312
H 2.27752 1.19829 4.37361 0.1520
H 2.34575 1.72542 3.01441 0.1137
O 2.07060 1.03664 3.55468 -0.4240
H -1.70302 2.06434 -4.71529 0.3116
H -1.93787 0.66603 -4.24051 0.2684
O -1.27410 1.15363 -4.57597 -0.6645
H -2.30205 -3.05789 -2.03526 0.3001
O -2.77291 -2.80616 -2.77143 -0.5290
H -1.46666 4.62992 0.82946 0.3314
H -0.63672 5.64744 1.74615 0.2741
O -1.42787 5.17654 1.68472 -0.6433
H 0.23900 1.34187 6.76508 0.2326
H -0.79424 1.73333 5.59166 0.2777
O 0.05699 1.40527 5.86869 -0.4893
H 3.57515 -5.61788 -0.69870 0.3060
H 2.36335 -4.89950 -0.74023 0.2068
O 2.87361 -5.48581 -1.26847 -0.5542
H 1.03805 0.09387 -5.89303 0.2895
H -0.23105 -0.31122 -5.05229 0.3224
O 0.48029 -0.65171 -5.62052 -0.6189
H -2.82296 0.39771 2.57947 0.0837
H -1.69106 1.39610 1.93119 -0.1952
O -2.13560 0.49405 1.85135 0.1836
H 0.65070 1.34276 0.20815 -0.0698
H -0.19620 0.07327 0.25500 -0.3533
O -0.23272 1.04084 0.16499 0.8258
H 0.82979 4.50828 -3.83098 0.3268
O -0.14713 4.25383 -3.99449 -0.6990
H 5.55005 -4.01339 -0.92858 0.2241
H 5.70686 -3.24538 -2.12630 0.2813
O 4.97403 -3.76054 -1.52678 -0.4596
H -5.22134 -1.69666 1.79633 0.3940
O -5.60886 -2.64596 1.83452 -0.6646
H -3.16106 0.05375 0.10331 0.0420
H -2.80089 0.82311 -1.24476 0.1453
O -2.89250 0.10900 -0.77432 -0.2465
H -2.72256 2.38797 0.52349 0.2659
H -1.07666 2.46036 0.52385 0.1555
O -1.87276 2.96014 0.45232 -0.4438
H 2.75785 4.97672 3.66857 0.2899
H 3.29029 3.62186 3.53689 0.3184
O 3.35726 4.46240 3.12092 -0.5807
H -0.49435 4.56840 4.60801 0.3286
H 0.14091 3.08510 4.94732 0.3956
O 0.45237 4.09096 4.68581 -0.6698
H -3.57608 -3.79008 0.86412 0.2254
H -4.45280 -3.21788 -0.20524 0.1524
O -3.65629 -3.20752 0.16963 -0.3612
H -4.08316 3.66287 -1.24818 0.2838
H -4.45722 5.11452 -1.45440 0.3194
O -4.43139 4.19324 -1.90102 -0.6353
H 4.08291 -1.72097 2.24525 0.2771
H 4.61793 -3.12067 1.81018 0.3473
O 4.75030 -2.39593 2.56467 -0.6376
H 0.04164 6.58989 -2.11372 0.3555
H -0.80938 5.57916 -2.30598 0.2570
O -0.60304 6.07944 -1.47350 -0.5720
H 0.00538 -3.85069 -1.95858 0.3688
H -0.77223 -3.63038 -0.72664 0.1245
O -0.72493 -4.23935 -1.41547 -0.4423
H -0.02924 -5.06019 0.13013 0.2140
H -0.40319 -6.42472 0.04702 0.3073
O 0.45777 -5.97309 0.03232 -0.5590
H 3.88555 4.06401 -0.09102 0.2458
O 3.36166 3.20681 -0.06341 -0.4473
H 1.68403 -0.36434 -1.54457 0.3729
H 2.01128 1.10560 -1.00229 0.0072
O 2.14393 0.13274 -0.86587 -0.2768
H -0.24279 3.29260 -3.64051 0.2998
H 2.19585 -2.82821 1.37306 0.4008
H -5.93437 -2.98601 0.96906 0.2831
H -1.24541 3.39401 3.04300 0.3973
H -3.37267 -3.50513 -2.72937 0.1995
H 3.73644 2.64704 0.58076 0.1118
O 1.93814 -1.22589 2.24754 -0.1488
H 2.23733 -0.30983 2.31151 0.1111
H 2.10040 -1.74545 2.98288 0.2738
O 0.40483 0.06434 -2.80240 -0.8337
H 0.10707 0.89260 -2.42821 0.1679
H -0.43304 -0.58304 -2.75882 0.3497
O -2.92871 -5.35416 -3.16047 -0.6358
H -2.10480 -5.33896 -3.66654 0.3123
H -3.39376 -4.50924 -3.41760 0.3405
O 1.62069 3.90628 -2.22623 -0.5826
H 2.52491 4.21629 -2.01201 0.2598
H 1.61472 3.04389 -1.87157 0.1876
O 3.51444 -2.41327 -4.35946 -0.5550
H 3.51435 -3.08741 -5.04402 0.2896
H 3.30645 -2.95677 -3.69777 0.2386
O -4.79016 0.67950 -3.18380 -0.6606
H -4.80413 1.69834 -3.10414 0.3344
H -4.23054 0.31749 -2.40107 0.3113
O -4.54253 -0.14791 3.02719 -0.6727
H -5.31943 -0.04176 3.62385 0.2658
H -3.82293 -0.58896 3.56979 0.3151
```

Output
HOMO: -10.22 eV
Total charge: 0

***

#b
Density functional theory data (ωB97M-V/def2-TZVPD) for 40 unconnected molecules or ions with the total composition H80O40.

Structure (XYZ):
```
120
Properties=species:S:1:pos:R:3:mulliken_charge:R:1
H -4.34468 -0.83949 -3.25037 0.2159
H -3.76823 -1.60174 -4.43600 0.4036
O -3.86828 -0.70010 -4.11277 -0.5399
H -1.79763 -0.44687 -1.73743 0.2350
H -0.80764 -1.53522 -2.14676 0.0947
O -1.49544 -1.34971 -1.49474 -0.4031
H 4.50459 1.83585 1.44965 0.3095
H 5.55691 1.21011 2.21279 0.3206
O 5.31478 1.37533 1.26466 -0.6364
H -1.16264 2.21585 -3.00945 0.0108
H 0.45965 2.16128 -2.77978 0.1275
O -0.39978 2.45251 -2.50554 0.2122
H 1.50021 0.12810 -0.33773 0.2820
H 2.80912 -0.61504 -0.69477 -0.0264
O 1.88926 -0.55587 -0.91351 0.0651
H 2.83767 3.04675 -4.26845 0.2475
O 3.30745 2.29382 -3.91083 -0.6121
H -3.02848 4.05925 4.34690 0.3115
O -3.14770 4.58367 3.55387 -0.6438
H 1.52276 2.97238 4.48190 0.3122
H 1.98281 4.09152 3.49573 0.3124
O 2.30303 3.32797 4.00736 -0.6792
H -3.43451 1.29974 -2.38162 0.2109
H -3.49534 2.43044 -1.23172 0.1912
O -3.08230 1.62058 -1.52255 -0.5106
H 0.30234 -1.32200 2.83282 0.3198
H -1.19234 -1.76742 2.42622 0.0732
O -0.45310 -1.95437 2.97953 -0.1379
H -1.11074 3.12094 1.61475 0.3135
H 0.36879 3.37366 1.48290 0.1392
O -0.32235 3.29932 2.10761 -0.4971
H -2.98827 1.66029 -5.04236 0.2165
O -2.77078 1.36239 -4.16204 -0.5730
H -1.93950 -1.24094 -0.00540 0.5089
H -2.84321 -1.95587 1.22020 0.1469
O -2.34158 -1.22378 0.90320 -0.6047
H 1.08416 -2.01814 -3.45551 -0.1245
H -0.10777 -2.02814 -4.13372 0.2268
O 0.24190 -2.45847 -3.36981 -0.2806
H -0.11782 -2.19346 4.65838 0.3300
H 0.88834 -1.45617 5.73794 0.3008
O 0.50393 -2.23982 5.36300 -0.6305
H 4.47976 0.13358 -0.83865 0.1898
H 4.80854 0.41433 -2.36996 0.2142
O 4.12417 0.25438 -1.72440 -0.4660
H 0.06464 -0.04697 5.00898 0.2126
H -0.61465 1.10527 5.70084 0.3120
O 0.26277 0.70431 5.54891 -0.6235
H 3.62580 -3.78986 0.79434 0.3014
H 5.13745 -4.14822 1.18665 0.2467
O 4.39721 -3.53244 1.32701 -0.6482
H 0.63078 -4.23944 5.03405 0.3454
O 0.02076 -4.69542 4.36996 -0.6031
H 1.62863 -3.30136 -1.36508 0.3210
H 2.43911 -3.95736 -2.43625 0.2923
O 2.30164 -4.01194 -1.42807 -0.7135
H 2.06435 0.86157 4.64318 0.2686
O 2.50069 0.12181 4.18759 -0.4773
H -1.69551 0.59909 1.48564 0.1161
H -0.19535 0.22706 2.30550 -0.1717
O -0.92156 0.79025 2.12254 0.4597
H 0.26760 -6.56772 -1.16862 0.3032
H 1.08361 -5.31509 -1.46964 0.4117
O 0.27455 -5.79811 -1.76206 -0.6267
H -1.96296 1.74702 3.30443 0.2010
H -3.01836 2.65906 3.62044 0.4484
O -2.50704 1.98724 4.10505 -0.6622
H -2.50505 5.25190 -3.20050 0.3031
H -1.49413 4.51556 -2.35772 0.2199
O -1.64532 4.84730 -3.25960 -0.6148
H -0.16545 2.99437 -5.04633 0.2426
H -1.48301 3.59718 -4.78406 0.3589
O -1.04426 2.97557 -5.39339 -0.6355
H 4.89704 -2.22590 2.28607 0.3938
H 4.97685 -0.81395 2.52545 0.2642
O 5.18902 -1.62215 3.00453 -0.6271
H 2.22254 -3.54472 -4.68251 0.3372
H 2.54914 -2.10520 -4.15139 0.2699
O 2.83701 -2.81779 -4.76236 -0.6272
H -2.07323 -3.46882 -4.87118 0.3101
H -3.18505 -3.27137 -3.81883 0.3109
O -3.03261 -3.26156 -4.77315 -0.7002
H -5.72210 0.92856 -0.52857 0.2985
H -5.67827 1.30492 0.85721 0.3225
O -6.35885 1.17568 0.13104 -0.6249
H -4.64426 -1.13846 2.89277 0.2924
H -5.14421 -1.83697 4.15338 0.3260
O -5.38683 -1.18230 3.47757 -0.6358
H -4.88584 -2.47732 -0.94354 0.2350
O -5.15917 -1.66231 -1.36455 -0.4813
H 2.19923 -0.11395 1.58691 -0.0102
H 1.29231 1.11298 2.16230 0.0823
O 1.55267 0.55585 1.40864 -0.1979
H 0.59297 -4.50905 3.62053 0.3131
H 4.30963 2.51270 -3.91543 0.2709
H 3.19511 -0.30623 4.72907 0.2297
H -2.70410 5.41848 3.47469 0.2944
H -2.37797 0.48761 -4.19940 0.2581
H -6.10297 -1.57439 -1.16093 0.2806
O -3.27250 -3.65132 4.85166 -0.6373
H -2.63135 -3.16187 5.39338 0.3283
H -2.70121 -4.14550 4.25517 0.2992
O 3.50824 4.18415 1.40492 -0.6593
H 2.60009 4.22671 1.05218 0.3361
H 3.31138 3.69096 2.24816 0.3376
O 1.11672 -3.62061 1.60599 -0.6858
H 0.34314 -4.23404 1.61249 0.2381
H 0.66515 -2.94510 2.18518 0.2749
O 0.98878 4.08806 -0.57131 -0.5623
H 0.33947 3.46345 -0.26644 0.1191
H 0.54151 4.63197 -1.23992 0.2153
O 1.24785 0.52582 -3.42815 0.2215
H 0.72013 0.41067 -2.64378 -0.0955
H 2.15473 0.71328 -3.19263 -0.0096
O 0.26403 -0.59312 -5.60241 -0.6067
H 0.17354 0.30277 -5.23707 0.2320
H -0.39481 -0.70472 -6.26943 0.2801
O 3.19463 3.68126 -1.94739 -0.5307
H 2.49489 3.72262 -1.21838 0.3082
H 3.76047 3.04824 -1.50793 0.3476
```

Output
HOMO: -10.18 eV
Total charge: 0

***

#c
Density functional theory data (ωB97M-V/def2-TZVPD) for 40 unconnected molecules or ions with the total composition H80O40.

Structure (XYZ):
```
120
Properties=species:S:1:pos:R:3:mulliken_charge:R:1
H 4.70432 3.97125 1.90469 0.2649
H 5.34381 2.42135 1.65244 0.4020
O 5.28532 3.33055 2.03233 -0.6647
H -2.28399 2.17755 -5.89516 0.2740
H -2.87313 2.38526 -4.43213 0.3381
O -2.92459 1.91800 -5.27236 -0.6336
H 2.77517 -5.37787 1.52322 0.2309
H 2.54338 -4.02474 2.21155 0.3095
O 2.51189 -4.52363 1.26689 -0.6116
H 0.81046 4.22549 -1.52189 0.2189
H 0.60039 5.55162 -0.96989 0.3273
O 0.82151 5.19952 -1.85939 -0.6117
H -1.62412 2.81156 5.57455 0.2553
H -0.39178 2.26710 4.80926 0.3340
O -0.77303 2.94141 5.33095 -0.6186
H -3.55337 -3.40717 2.71584 0.3343
O -3.73678 -2.84855 3.41963 -0.5855
H -0.57473 0.54755 -0.82407 0.0219
O -1.17848 0.94372 -1.52061 0.0164
H -0.32001 -5.15084 1.53240 0.4088
H -0.22115 -6.63673 1.86851 0.2229
O 0.21868 -5.85270 1.94144 -0.5621
H -4.26204 -2.32267 -0.63089 0.1810
H -3.67794 -3.79116 -0.77920 0.3418
O -4.01034 -3.10109 -0.15141 -0.6688
H 2.13326 2.79929 0.02609 0.1329
H 0.64814 2.35186 -0.26709 -0.2347
O 1.52233 2.57730 -0.68508 -0.1792
H 2.51031 0.04930 1.36109 0.7625
H 3.71998 -0.88519 1.54887 0.0031
O 3.21910 -0.32736 2.08200 -0.6816
H -2.49890 -3.87354 0.70540 0.2776
O -1.83864 -4.10752 1.54367 -0.7958
H -2.31881 -5.17274 -2.52280 0.3045
H -1.29637 -4.31148 -1.53554 0.3140
O -1.90511 -5.13278 -1.64792 -0.6655
H -3.28995 -1.96002 1.41946 0.2279
H -4.22329 -0.83749 0.81165 -0.0208
O -3.52842 -0.96615 1.50619 -0.0634
H -3.20743 0.41382 5.28428 0.2511
H -2.96849 -0.87498 4.31262 0.2578
O -2.73525 0.05666 4.49596 -0.5602
H 1.89277 -0.35311 -0.78294 -0.3627
H 1.58477 0.83080 0.28319 -0.1366
O 2.19068 0.34512 -0.21844 0.7518
H -3.96484 0.01507 -3.23501 0.3461
H -5.01999 -0.67225 -2.17420 0.2647
O -4.28135 -0.79146 -2.71840 -0.6407
H 1.93632 1.42642 2.99511 -0.0165
H 1.38378 2.91396 2.96851 0.2002
O 1.87584 2.22689 2.50441 -0.3378
H -3.16764 0.89058 2.85685 0.1695
O -3.27136 1.71755 2.60466 -0.4066
H 3.84418 2.79999 -0.26303 0.2555
H 5.38842 3.27457 0.07634 0.3841
O 4.76402 2.56119 -0.01988 -0.8534
H -0.32780 -2.73476 0.72925 0.1892
O -0.92401 -2.36116 -0.00939 -0.0539
H -1.31417 4.20991 1.02511 0.2601
H -0.68883 2.95638 1.44893 0.0189
O -0.71532 3.58138 0.74075 -0.4034
H -6.19840 0.75104 -2.44952 0.2486
H -5.81736 1.78679 -1.50224 0.3065
O -5.88578 1.60688 -2.60713 -0.6226
H -0.81007 0.57289 2.13492 -0.2380
H -0.38725 -0.68063 1.25366 -0.0802
O -0.10878 0.18698 1.48894 0.8858
H 0.67998 0.93699 -4.45352 0.3250
H 0.74666 2.17860 -5.22017 0.3325
O 0.54295 1.30250 -5.40747 -0.7192
H 3.71478 1.88998 3.75343 0.3479
H 4.09973 0.54577 3.10684 0.5080
O 4.41430 1.14593 3.73194 -0.7068
H 2.32326 -0.79932 -6.04999 0.2798
H 2.13131 0.76144 -6.24674 0.3899
O 2.77987 0.04832 -6.26136 -0.6485
H 2.42374 3.86400 -3.58473 0.2314
H 2.10084 3.20999 -2.21541 0.3660
O 1.82518 3.28893 -3.10446 -0.4734
H -3.76463 2.47135 -1.11758 0.2582
H -2.44912 1.75208 -0.69421 0.2271
O -3.49623 1.82962 -0.46045 -0.3028
H -6.06998 -0.79610 -0.13660 0.3029
H -5.47737 0.52787 0.86086 0.2681
O -5.46611 -0.07032 0.07130 -0.5874
H 0.52380 -4.67692 3.47218 0.2960
H 0.61485 -3.28317 3.66076 0.2552
O 1.14247 -4.03237 3.63564 -0.5914
H 4.69032 1.66129 -1.47819 0.4052
O 5.03979 1.16390 -2.28723 -0.5659
H 3.91793 -1.23231 -2.45994 0.0041
H 3.84508 -0.63386 -3.76124 0.3095
O 3.23964 -0.90000 -2.98665 -0.3296
H -3.93090 1.64625 1.93833 0.1681
H -4.51271 -2.46259 3.38985 0.2774
H -0.15900 -1.84335 -0.56070 -0.0931
H -0.77955 0.79229 -2.39704 0.0017
H -1.69559 -3.31093 1.89948 0.2573
H 5.42665 1.83836 -2.77302 0.2457
O 2.58026 -4.25165 -2.59838 -0.5465
H 2.65114 -3.46064 -3.24210 0.2737
H 3.52677 -4.51395 -2.89534 0.3545
O -1.70665 3.10900 -2.32351 -0.6435
H -0.79432 2.68467 -2.33312 0.3202
H -1.55531 3.65719 -1.53287 0.2498
O -3.54116 4.39462 3.85871 -0.6288
H -4.16509 3.90500 3.24498 0.3086
H -3.09227 3.69133 4.34199 0.2817
O 4.54354 -1.76123 -0.32449 -0.6702
H 4.77071 -1.14299 -1.09018 0.2693
H 5.21702 -1.68277 0.39090 0.2694
O 1.31179 -2.16156 -4.26638 -0.4997
H 1.07586 -2.17561 -3.38773 0.0379
H 0.47784 -1.90999 -4.55987 0.2929
O 1.20606 -0.03683 3.81866 -0.5241
H 1.69413 -0.25714 3.00522 0.2978
H 1.85906 -0.12130 4.61217 0.2757
O 1.73277 -2.22328 -0.03122 0.3625
H 2.66747 -1.83583 -0.17905 -0.2461
H 1.98870 -3.23609 0.13171 0.1423
```

Output
HOMO: -10.28 eV
Total charge: 0

***

#d
Density functional theory data (ωB97M-V/def2-TZVPD) for 40 unconnected molecules or ions with the total composition H80O40.

Structure (XYZ):
```
120
Properties=species:S:1:pos:R:3:mulliken_charge:R:1
H -3.58924 1.83367 -0.31051 0.0915
H -2.18685 2.22869 -0.13505 -0.1373
O -2.73137 1.38066 -0.24482 0.3344
H 5.67796 3.34709 2.17529 0.3066
H 4.29164 4.16910 2.35790 0.3129
O 5.21742 4.17135 2.05815 -0.6180
H 0.35259 0.10301 4.25356 0.3255
H 0.75969 1.01486 3.00011 0.5356
O 0.51508 1.01919 3.94413 -0.5880
H -4.98268 -0.69562 -2.51966 0.3846
H -5.03357 -1.19872 -1.04499 0.2399
O -5.28387 -0.44341 -1.50083 -0.6277
H 0.02344 -2.88894 -3.29180 0.2740
H 0.29125 -4.28585 -3.08099 0.3642
O -0.12695 -3.76243 -3.71910 -0.5819
H -1.37947 -2.13598 -4.73962 0.3338
O -2.12885 -2.64146 -5.10828 -0.6909
H -3.49588 -0.87542 -4.03341 0.2738
O -4.18019 -1.36238 -3.49216 -0.5870
H -0.39889 3.13478 -1.58759 0.2100
H -1.83590 3.87214 -1.83011 0.3906
O -0.81226 3.99516 -1.72293 -0.5268
H -3.52351 -0.01391 0.73854 0.1845
H -2.83062 -0.51189 2.05672 0.1857
O -3.31346 -0.75543 1.31826 -0.3543
H -0.21753 -0.34129 -0.73370 0.2044
H -1.19963 -0.99667 0.25932 0.1199
O -1.05024 -0.94828 -0.66454 -0.4252
H 2.30051 0.67699 -2.01381 0.2127
H 2.11452 2.10364 -2.19495 0.3005
O 2.79277 1.53939 -1.75131 -0.5436
H -2.31942 -0.26362 4.35352 0.2439
O -2.42930 0.32574 4.99170 -0.5880
H -5.64753 2.36649 -0.68047 0.2433
H -5.96579 3.53424 0.04672 0.2895
O -5.26490 3.25631 -0.62975 -0.5427
H -2.47680 0.25522 -2.12965 0.2707
H -0.88235 0.46192 -1.92714 0.1176
O -1.62628 0.46206 -2.59843 -0.5089
H 4.74110 -0.77536 0.75645 0.2480
H 5.18783 -1.19352 -0.65841 0.4854
O 4.84572 -1.55442 0.09947 -0.6603
H 0.16480 5.14386 2.61635 0.3318
H 1.23621 5.63130 1.45091 0.2392
O 0.76391 4.84751 1.84113 -0.5425
H -0.47654 3.73084 -3.96671 0.3157
H 0.77544 3.01847 -3.67065 0.2852
O 0.49629 3.86767 -4.08284 -0.5948
H -2.63042 5.52485 0.68496 0.2107
H -3.25299 4.61782 -0.45847 0.2187
O -2.62577 4.64175 0.20166 -0.4554
H -4.10940 4.28981 -3.32531 0.2800
O -3.38089 4.41563 -2.68693 -0.6017
H 5.66323 -1.26594 2.88134 0.3305
H 5.31438 -0.05205 3.85766 0.2492
O 5.45360 -0.85855 3.74770 -0.6029
H 1.40807 -3.19551 1.19444 0.4613
O 1.85692 -3.99838 1.34317 -0.6797
H 3.98215 -5.66279 0.72113 0.3035
H 3.09313 -6.18303 -0.39622 0.3442
O 3.96414 -5.74957 -0.26743 -0.5912
H -3.29621 1.74319 4.50545 0.3746
H -3.30511 2.95260 3.43243 0.2596
O -3.73772 2.24706 3.88322 -0.5815
H 5.49374 -0.81492 -2.02389 0.1020
H 5.58769 -0.49798 -3.34721 0.2346
O 6.07143 -0.56061 -2.61980 -0.5391
H 2.38466 -4.00756 -4.47160 0.2063
H 2.80445 -4.57480 -3.16591 0.3049
O 2.38413 -3.72255 -3.50770 -0.4543
H 0.35980 -0.95606 2.74958 -0.2631
H -0.58628 -2.17224 3.25030 0.3058
O -0.53157 -1.21626 2.94400 -0.1804
H 2.55890 1.32928 4.39314 0.3688
H 3.22791 2.54632 4.49319 0.3373
O 3.53135 1.62093 4.61807 -0.6337
H 4.03189 -2.88388 -0.20516 0.5199
H 4.00488 -2.28794 -1.54267 0.0498
O 3.61236 -3.15367 -1.16158 -0.3469
H 2.42045 -3.54229 3.60852 0.3005
H 1.71601 -2.12513 4.01177 0.2987
O 2.63379 -2.63740 3.94312 -0.5864
H 1.15789 -0.73521 -6.82164 0.3137
H 2.31573 -1.65589 -6.35005 0.2997
O 2.02299 -0.75709 -6.37459 -0.6078
H -4.83156 2.58647 -3.79208 0.2619
H -3.57592 2.05625 -3.35632 0.3841
O -4.06089 2.50028 -4.15807 -0.7028
H 1.05563 -3.62927 -0.67318 0.3497
O 1.25461 -4.47438 -1.27463 -0.6573
H 0.37868 2.84264 2.45157 -0.0184
H 0.30045 2.01805 1.28464 0.1933
O 0.85633 2.39921 1.88049 -0.3703
H -2.72165 4.91951 -3.08603 0.2317
H -2.08944 -3.61018 -4.85564 0.3242
H 2.31546 -4.16615 0.50140 -0.0224
H -3.82166 -2.19248 -3.86964 0.3450
H -2.11622 0.02780 5.84156 0.2533
H 2.24530 -4.40353 -1.46382 0.1629
O -0.27233 4.20161 4.33824 -0.5341
H -1.03555 4.50582 4.77854 0.2833
H -0.54365 3.58043 3.74449 0.1404
O 1.59457 0.04862 0.79429 0.2692
H 2.39776 0.13396 1.26955 0.0935
H 1.53802 0.78613 0.26955 0.0541
O 2.27590 -0.75001 -3.24329 -0.1989
H 2.00687 -1.64340 -2.99498 0.1480
H 2.52972 -0.47418 -4.06102 0.0758
O -0.47636 -3.78433 2.77634 -0.4564
H -1.22287 -4.25163 2.65448 0.2231
H 0.19362 -4.33691 2.51366 0.2302
O -4.85222 -3.12439 2.53516 -0.6697
H -4.62959 -2.19461 2.21615 0.4156
H -5.50913 -3.37439 1.98034 0.2918
O 3.82423 0.28522 2.19280 -0.5094
H 4.20920 -0.03717 3.06945 0.2662
H 3.75883 1.20091 2.21746 0.1669
O -6.05192 -1.05134 1.40846 -0.6245
H -5.43857 -0.97668 0.67516 0.1738
H -6.24325 -0.12663 1.44215 0.3387
```

Output
HOMO: -10.33 eV
Total charge: 0

***

The structure with the most favorable energy is #b; the runner-up is 0.2481 hartree above it.